Molecular formula: C16H46O7
Method: DFT, wB97M-V/def2-TZVPD

Output
Max |F| (hartree/bohr): 0.049
Total charge: 0
Frontier orbital gap (eV): 10.385

Last column: Mulliken charge in e.
Positions of all 69 atoms, in Å:
C: -0.425165 0.160234 6.936155  -1.1584
C: 0.731569 -0.785982 7.447483  0.3462
C: 1.743065 -1.218037 6.412193  -1.0874
O: 1.400112 -0.054867 8.408732  -0.5491
H: -0.839394 -0.292630 6.035363  0.2983
H: -0.140881 1.166664 6.628963  0.3309
H: -1.328423 0.285746 7.533213  0.3275
H: 0.415863 -1.721852 7.908549  0.2601
H: 2.390302 -2.012098 6.784557  0.3030
H: 2.276891 -0.326573 6.082929  0.2726
H: 1.182842 -1.545770 5.536492  0.3056
H: 1.559691 0.812179 8.028780  0.3512
C: -0.750184 1.213808 -1.938176  -1.1524
C: -0.398501 1.391661 -0.427429  0.5526
C: -1.126671 0.328732 0.342183  -1.3274
O: 0.972295 1.272221 -0.268135  -0.5465
H: -1.667573 1.603599 -2.379255  0.3370
H: -0.872080 0.159858 -2.188040  0.2794
H: 0.004957 1.719671 -2.539794  0.3088
H: -0.569677 2.362665 0.037268  0.2794
H: -1.354701 -0.557784 -0.249586  0.3038
H: -2.116548 0.680412 0.632943  0.3226
H: -0.643243 -0.023942 1.253227  0.3449
H: 1.256202 2.115116 -0.629408  0.2953
C: -3.686189 -6.447937 -1.995255  -0.8089
C: -4.798517 -6.799555 -1.075948  -0.3661
O: -5.098414 -8.138394 -1.102325  -0.5020
H: -4.086358 -6.411064 -3.008477  0.2303
H: -2.769880 -7.037710 -1.969759  0.3090
H: -3.425811 -5.427626 -1.713714  0.2769
H: -5.723917 -6.265311 -1.291157  0.2690
H: -4.628985 -6.486672 -0.045679  0.2862
H: -4.426345 -8.531576 -0.540792  0.3056
C: 3.469900 -3.637890 -0.483704  -1.0375
C: 2.529142 -4.424257 0.322996  -0.1859
O: 2.996975 -4.856499 1.599379  -0.5256
H: 4.332913 -4.275452 -0.675614  0.3313
H: 3.831569 -2.836336 0.160371  0.3030
H: 2.982636 -3.205132 -1.357415  0.3133
H: 2.220782 -5.331553 -0.196428  0.2382
H: 1.576666 -3.935284 0.527479  0.2747
H: 3.947691 -4.988781 1.583739  0.2885
C: -5.913409 4.459663 1.661143  -0.8244
C: -7.325247 4.201039 1.103400  -0.3083
O: -7.528745 2.767109 1.217001  -0.5014
H: -5.649740 3.900598 2.558930  0.2842
H: -5.735642 5.511463 1.885222  0.3195
H: -5.224033 4.299875 0.832081  0.2162
H: -7.277939 4.503832 0.057371  0.2545
H: -8.075145 4.781980 1.640303  0.2575
H: -7.873737 2.669856 2.107578  0.3022
C: 4.593849 7.585175 -2.030576  -1.0650
C: 3.268193 6.649923 -2.152169  -0.2359
O: 3.233818 5.675845 -1.122879  -0.4918
H: 4.579735 8.247210 -1.164772  0.3184
H: 4.815280 8.170327 -2.923130  0.3284
H: 5.523210 7.029362 -1.906297  0.3128
H: 3.058610 6.125356 -3.084378  0.3235
H: 2.460418 7.377195 -2.070531  0.2180
H: 3.344529 6.209088 -0.332317  0.2932
C: 2.977082 -0.629814 -6.667229  -0.7866
C: 4.265258 -1.374968 -6.583115  -0.2840
O: 5.205152 -0.755994 -7.457141  -0.5187
H: 3.246001 0.426374 -6.651723  0.2503
H: 2.392601 -0.976143 -5.814859  0.2862
H: 2.383082 -0.777981 -7.569068  0.2528
H: 4.136069 -2.350248 -7.052420  0.2304
H: 4.654994 -1.469765 -5.569590  0.2745
H: 5.521156 0.047639 -7.037739  0.2952

Atomic forces in eV per Å
-0.4 -1.7 -1.1
-0.8 0.9 -0.5
-1.0 0.5 -1.1
0.9 0.6 2.0
0.0 0.0 -0.4
0.7 0.0 0.2
0.5 -0.2 0.8
-0.8 0.3 0.3
0.1 0.3 -0.1
0.5 -0.1 0.0
0.2 -0.5 -0.2
0.2 0.1 0.1
-0.2 0.7 -0.2
-1.4 -0.4 -0.6
-0.9 -0.7 0.7
1.5 -0.3 -0.2
-0.5 0.5 0.9
0.8 -0.1 0.1
0.3 -0.4 -0.1
-1.1 0.3 -0.5
0.4 -0.1 -0.2
0.0 0.2 0.1
0.3 0.3 0.0
0.9 -0.1 0.0
0.0 1.5 -0.5
-0.6 0.9 0.9
-0.3 -1.9 0.3
0.3 -0.2 -0.1
-0.3 -0.3 0.3
0.4 0.2 -0.3
0.1 0.2 -0.6
0.5 0.1 0.3
-0.1 -0.6 -0.1
0.8 0.7 0.7
-1.7 -1.6 0.7
0.2 0.4 0.2
0.1 0.2 -0.7
0.1 0.4 -0.2
0.3 -0.2 -0.1
0.1 -0.2 -0.4
0.1 0.5 0.0
0.1 0.0 -0.2
0.0 1.1 -0.6
1.6 -0.7 0.7
-0.6 1.1 -0.4
-0.2 -0.2 -0.2
-0.3 0.2 0.2
0.3 -0.6 0.3
-0.6 -0.3 0.0
-0.2 -0.2 -0.1
0.0 -0.4 0.0
-0.4 -1.4 -0.7
1.3 1.6 0.2
-0.1 0.5 -0.1
-0.6 0.1 0.0
-0.6 0.2 -0.1
-0.2 -0.6 0.1
0.8 0.1 -0.1
-0.4 -0.1 0.2
0.0 -0.4 0.5
-0.5 0.2 0.6
0.4 -0.4 -1.7
0.6 0.0 0.1
-0.5 0.2 0.5
-0.4 0.6 0.1
0.3 -0.3 -0.1
0.1 -0.3 0.5
-0.1 0.0 0.1
0.0 0.1 0.0

=====

Molecular formula: C10H20N2O4
Method: DFT, wB97M-V/def2-TZVPD

Output
Max |F| (hartree/bohr): 0.136
Total charge: 0
Frontier orbital gap (eV): 9.105

Last column: Mulliken charge in e.
Positions of all 36 atoms, in Å:
C: 2.289902 2.986462 -0.508740  -1.3736
C: 2.052920 1.683983 0.461842  0.6334
C: 3.286085 1.482416 1.332081  -1.6137
C: 1.888524 0.416728 -0.481601  -1.6094
C: 0.805130 0.249445 -1.495852  0.1617
N: -0.455217 0.369771 -0.902805  -0.1701
C: -1.022954 0.125249 0.243923  0.2682
O: -0.530902 0.531729 1.348183  -0.7534
C: -2.520123 -0.373935 0.425291  0.3608
N: -3.186022 -0.630211 -0.840947  -0.7152
C: -2.665948 -1.459090 1.520627  0.2716
C: -2.345667 -2.839889 1.231748  -1.6206
O: -2.155037 -1.052121 2.745116  -0.5935
C: 0.818224 -1.155082 -2.083378  -0.0376
O: 1.395848 -2.114071 -1.827161  -0.4817
O: -0.333661 -1.102591 -2.830057  -0.4701
H: 3.394833 2.834965 -0.769690  0.2437
H: 1.595302 3.112988 -1.307019  0.4023
H: 2.149256 3.876241 0.116853  0.3713
H: 1.199031 1.961413 1.088577  0.4034
H: 3.320408 0.770658 2.117066  0.4461
H: 4.310138 1.405592 0.847888  0.3073
H: 3.501247 2.514264 1.866492  0.3368
H: 2.739164 0.167350 -1.161018  0.6333
H: 2.047861 -0.394297 0.086574  0.6844
H: 0.725227 0.808215 -2.356589  0.6252
H: -1.066378 0.405878 -1.678455  0.3927
H: -3.166615 0.390672 0.988904  0.2620
H: -3.342778 0.205043 -1.358449  0.2925
H: -2.558218 -1.386847 -1.419949  0.2285
H: -3.700282 -1.474264 1.706165  0.3064
H: -2.621060 -3.137437 0.261928  0.3964
H: -2.719830 -3.588825 1.916548  0.3507
H: -1.297026 -2.963956 1.285411  0.3740
H: -1.299178 -0.737221 2.717183  0.3522
H: -0.532207 -1.889220 -3.286691  0.3340

Atomic forces in eV per Å
2.0 -1.6 2.6
0.5 0.8 -3.0
2.3 3.8 0.4
1.7 3.0 -2.0
1.6 -1.5 3.3
-2.2 0.6 -2.1
-1.0 2.0 6.6
-0.1 -1.7 -2.2
0.0 1.5 -0.2
1.9 -4.0 -0.7
-0.5 0.8 0.1
1.4 -1.6 -0.2
-2.8 -0.9 1.3
-3.5 2.8 -0.1
2.6 -3.3 0.5
0.3 0.8 -0.6
-1.7 0.8 -0.4
-0.3 -0.4 -0.9
0.4 -0.1 -0.1
0.0 -0.9 -0.3
-0.7 -0.9 0.6
-1.4 -0.3 -0.4
-0.7 -1.8 -0.6
0.6 1.4 0.6
-0.7 -3.3 2.4
0.9 2.2 -1.6
-1.5 -0.4 -0.2
1.6 -0.2 -1.2
0.1 0.5 -0.6
-2.2 2.7 1.5
-1.7 0.3 0.0
-0.6 -0.4 -1.4
-0.5 0.2 0.4
1.5 -0.2 -0.1
2.9 1.2 -0.7
-0.1 -1.9 -0.8

=====

Molecular formula: C5H7NO
Method: DFT, wB97M-V/def2-TZVPD

Output
Max |F| (hartree/bohr): 0.005
Total charge: 0
Frontier orbital gap (eV): 8.376

Last column: Mulliken charge in e.
Positions of all 14 atoms, in Å:
C: 0.784216 -0.040120 2.207860  -0.9967
C: 0.394082 0.128675 0.942241  0.8204
C: 0.900844 -0.313645 -0.348731  -0.8442
C: -0.120118 -0.172260 -1.228138  0.5007
N: -0.249414 -0.539355 -2.543590  -0.4870
O: -1.221198 0.442649 -0.734496  -0.4080
C: -0.874884 0.867769 0.594419  -0.4687
H: 1.738215 -0.459088 2.501693  0.2811
H: 0.102711 0.231705 3.007434  0.2487
H: 1.825983 -0.837753 -0.544323  0.3155
H: -1.208037 -0.599111 -2.859319  0.2645
H: 0.318584 -1.323554 -2.827077  0.2489
H: -1.702807 0.666430 1.276710  0.3301
H: -0.688175 1.947657 0.555316  0.1946

Atomic forces in eV per Å
0.0 0.0 0.0
-0.1 0.0 0.1
-0.1 -0.1 0.0
0.1 0.0 0.0
0.0 -0.1 0.1
0.0 -0.1 -0.1
-0.1 0.1 0.2
-0.1 -0.1 -0.2
0.2 0.2 0.0
-0.1 0.1 0.0
0.1 0.0 0.0
0.0 0.1 0.0
0.0 0.0 -0.2
0.0 -0.1 0.0

=====

Molecular formula: C21H38IrN
Method: DFT, wB97M-V/def2-TZVPD

Output
Spin multiplicity: 2
Max |F| (hartree/bohr): 0.087
Total charge: +1
Frontier orbital gap (alpha / beta) (eV): 6.623 / 6.360

Last column: Mulliken spin population.
Positions of all 61 atoms, in Å:
Ir: 0.319021 -0.329678 0.000316  1.3578
C: 1.288615 -0.356450 -1.927641  -0.0474
C: 1.026172 -1.710226 -1.499465  -0.1543
C: -0.262362 -2.081627 -2.110065  0.0423
C: -0.657111 -1.003259 -2.910909  0.0853
C: 0.273901 0.052221 -2.845668  0.0752
C: 0.256002 1.289897 -3.675335  0.0164
C: -1.168776 1.835467 -3.821318  -0.0027
C: 1.157325 2.382700 -3.095441  -0.0006
C: 0.787006 0.878193 -5.064526  -0.0017
C: -1.147968 -3.295392 -1.972311  -0.0160
C: -0.416358 -4.581467 -2.383165  -0.0048
C: -1.675372 -3.382387 -0.528044  0.0150
C: -2.381486 -3.191479 -2.883620  0.0049
C: 2.156322 -2.494752 -0.848658  -0.0096
C: 1.686441 -3.387944 0.310643  -0.0117
C: 3.181853 -1.528965 -0.215813  0.0162
C: 2.869772 -3.299769 -1.945509  0.0020
H: 2.268278 0.096417 -1.934308  0.0095
H: -1.544782 -0.974367 -3.509592  0.0124
H: -1.603045 2.046845 -2.847466  0.0001
H: -1.813394 1.133812 -4.339497  -0.0009
H: -1.149186 2.755765 -4.398507  0.0001
H: 0.865705 2.625520 -2.075323  0.0013
H: 1.074338 3.283177 -3.698292  0.0000
H: 2.202079 2.084024 -3.094227  -0.0010
H: 0.160359 0.106467 -5.502538  -0.0006
H: 1.802662 0.497401 -4.988003  0.0001
H: 0.788624 1.741397 -5.723406  0.0000
H: 0.372393 -4.859755 -1.694604  -0.0003
H: 0.011823 -4.462411 -3.377469  0.0008
H: -1.129244 -5.401356 -2.417693  0.0000
H: -0.883677 -3.483489 0.205186  -0.0011
H: -2.331075 -4.244981 -0.431734  -0.0008
H: -2.259568 -2.491272 -0.292765  -0.0023
H: -2.101731 -3.131417 -3.932433  -0.0013
H: -3.006382 -2.340706 -2.625740  -0.0020
H: -2.988970 -4.084480 -2.755338  -0.0001
H: 1.140988 -2.781905 1.046359  0.0018
H: 2.551462 -3.818566 0.810910  -0.0015
H: 1.058629 -4.210608 -0.010226  0.0025
H: 2.681125 -0.824305 0.471331  -0.0025
H: 3.742044 -0.966310 -0.956370  -0.0005
H: 3.903147 -2.097102 0.366997  0.0008
H: 2.191236 -3.986000 -2.439985  0.0002
H: 3.690890 -3.870848 -1.521179  0.0022
H: 3.270915 -2.620666 -2.694450  0.0003
C: -0.667751 3.035625 0.641089  -0.0379
C: 0.132109 2.167342 1.651396  0.0397
C: 1.654778 2.388017 1.422415  -0.0258
C: -0.242220 2.568230 3.090124  -0.0031
N: -0.163895 0.839321 1.408351  -0.3619
H: -0.313313 4.061859 0.645683  -0.0036
H: -1.721680 3.020569 0.901909  0.0053
H: -0.551937 2.613707 -0.357295  0.0004
H: 1.890125 3.446973 1.471273  -0.0015
H: 1.936885 2.000698 0.438665  -0.0028
H: 2.227530 1.859208 2.181417  0.0033
H: 0.017282 3.612181 3.249188  0.0000
H: 0.294336 1.947561 3.800422  0.0026
H: -1.308024 2.434673 3.243815  0.0019

Atomic forces in eV per Å
-1.7 2.3 0.8
0.7 -0.2 0.8
-0.2 -0.4 -0.1
0.9 0.1 0.7
0.3 1.3 -0.2
-1.3 -0.5 0.0
-0.1 0.4 0.0
0.1 -0.1 0.0
-0.1 -0.2 0.0
0.0 -0.1 0.2
-0.3 -0.3 0.2
0.1 0.2 0.1
0.1 0.0 0.0
0.1 0.0 0.1
0.4 -0.6 0.1
0.1 0.1 -0.1
-0.3 -0.1 -0.1
-0.1 0.1 0.3
0.0 0.0 0.1
-0.2 0.0 0.0
-0.1 0.1 0.1
-0.1 -0.1 -0.1
0.0 0.1 -0.1
0.0 0.1 0.1
0.0 0.1 0.0
0.2 0.0 0.0
-0.1 -0.1 -0.1
0.1 0.0 -0.1
0.0 0.1 -0.1
0.1 0.0 0.0
0.0 -0.1 -0.1
-0.1 -0.1 0.0
0.1 0.0 0.0
-0.1 -0.1 0.0
0.0 0.0 0.1
0.0 0.0 -0.1
-0.1 0.1 0.0
0.0 -0.1 0.0
0.0 -0.2 0.0
0.1 0.0 0.0
-0.1 0.0 0.0
0.2 0.1 0.1
0.0 0.2 0.0
0.0 0.0 0.1
0.0 -0.1 0.0
0.2 -0.1 0.0
0.1 0.0 -0.1
-0.1 -0.5 -0.2
0.4 1.6 1.0
-0.1 -0.3 -0.3
0.1 0.0 -0.4
0.9 -3.0 -3.2
0.1 0.0 0.2
-0.1 0.0 0.0
0.0 0.1 -0.1
0.0 0.1 0.1
0.0 0.1 0.0
0.0 0.0 0.1
0.0 0.1 0.1
0.1 0.0 0.1
-0.1 0.0 0.1